11 unconnected molecules or ions with the total composition C54H129N2O32P5 at a distorted geometry, computed with the ωB97M-V functional and the def2-TZVPD basis.

Each line ends with the Löwdin charge.
Positions of all 222 atoms, in Å:
P  -7.272  -2.643  0.374  0.522
P  6.572  0.070  12.172  0.463
P  -12.490  -1.245  -7.539  0.498
P  -4.704  7.281  -3.850  0.580
P  10.315  5.918  6.333  0.522
O  7.757  1.001  12.775  -0.213
O  -13.583  -1.223  -8.552  -0.240
O  6.215  -1.100  12.980  -0.216
O  8.888  -2.996  -6.318  -0.012
O  -7.697  -4.187  -0.055  -0.203
O  10.426  7.504  6.715  -0.186
O  -12.956  -1.908  -6.173  -0.200
O  7.096  -0.154  10.652  -0.209
O  -4.114  6.815  5.399  -0.037
O  10.678  5.885  4.754  -0.156
O  -3.385  8.310  -3.588  -0.188
O  3.622  5.477  -5.338  -0.015
O  -11.171  -2.164  -7.793  -0.183
O  9.060  5.237  6.657  -0.217
O  -5.237  -8.194  -7.274  0.094
O  -8.615  -1.995  1.026  -0.153
O  -4.136  6.158  -4.874  -0.197
O  3.730  5.322  -7.574  0.119
O  11.691  5.331  7.065  -0.188
O  -3.334  -9.359  -7.391  0.029
O  -6.638  -1.794  -0.697  -0.259
O  -4.769  6.490  -2.396  -0.228
O  -5.144  -10.374  -7.891  0.006
O  -11.890  0.244  -7.151  -0.191
O  -2.688  5.003  5.204  0.130
O  10.325  -4.289  -5.077  0.135
O  -3.183  6.429  3.513  0.001
O  10.171  -2.048  -4.882  0.005
O  -6.312  -2.878  1.622  -0.189
O  4.000  3.453  -6.234  -0.023
O  -5.986  7.889  -4.347  -0.251
O  5.442  1.194  11.920  -0.192
N  2.230  -8.236  -0.008  -0.192
N  2.543  -1.288  -2.110  -0.188
C  11.622  4.125  7.759  -0.327
C  -3.210  5.986  4.752  -0.586
C  6.476  -1.078  9.766  -0.231
C  3.053  -7.372  -0.852  -0.289
C  4.267  2.592  -7.299  -0.068
C  9.398  7.346  9.008  -0.060
C  -4.236  10.520  -2.974  -0.087
C  10.843  4.628  4.199  -0.332
C  1.974  -0.250  -1.204  -0.276
C  4.872  -0.946  -1.285  -0.088
C  -4.883  -2.476  3.302  -0.092
C  -12.676  1.411  -7.168  -0.286
C  9.025  0.457  13.136  -0.232
C  -7.565  -6.463  -0.782  -0.065
C  11.305  -1.880  -4.029  -0.035
C  9.877  -3.221  -5.405  -0.588
C  9.890  4.369  3.024  -0.059
C  3.866  -0.871  -2.445  -0.312
C  -2.925  5.501  -4.780  -0.294
C  -13.823  -3.026  -6.119  -0.267
C  -14.265  -3.397  -4.682  -0.062
C  5.657  2.420  11.278  -0.293
C  -2.943  4.409  -5.830  -0.067
C  -5.744  -1.760  2.307  -0.265
C  4.478  -7.816  -1.085  -0.092
C  0.933  -7.645  0.241  -0.274
C  -2.457  -8.246  -7.225  -0.024
C  -6.788  -5.153  -0.533  -0.272
C  -6.549  -10.473  -7.917  -0.050
C  4.422  3.266  11.448  -0.073
C  12.904  3.306  7.665  -0.056
C  -6.322  5.454  -0.823  -0.060
C  -2.279  5.866  2.556  -0.022
C  3.770  4.963  -4.024  -0.048
C  -12.075  2.396  -8.189  -0.068
C  -4.625  6.416  6.693  -0.037
C  2.184  -9.616  -0.511  -0.256
C  -8.856  -1.265  -7.447  -0.072
C  -5.794  5.460  -2.283  -0.246
C  -3.407  9.309  -2.625  -0.330
C  1.530  -9.693  -1.848  -0.097
C  -9.862  -0.670  -0.599  -0.080
C  1.722  -1.628  -3.319  -0.209
C  -4.607  -9.232  -7.487  -0.637
C  1.655  -0.883  0.100  -0.098
C  5.149  -0.442  9.201  -0.062
C  8.219  -4.070  -6.905  -0.076
C  3.729  4.758  -6.492  -0.527
C  -10.015  -2.178  -6.980  -0.266
C  0.219  -1.921  -3.005  -0.074
C  9.641  8.160  7.673  -0.253
C  9.695  1.544  14.070  -0.062
C  0.138  -8.467  1.278  -0.077
C  -9.734  -1.914  0.221  -0.340
H  5.875  -0.655  -1.596  0.072
H  6.212  -1.927  10.396  0.109
H  -3.847  8.859  -1.735  0.111
H  -6.586  5.693  -2.996  0.105
H  -10.574  -0.831  -1.408  0.082
H  -11.988  1.937  -9.174  0.079
H  -1.403  5.464  3.064  0.094
H  4.785  5.128  -3.662  0.096
H  -2.634  -7.692  -6.303  0.096
H  -8.020  -1.360  -6.754  0.074
H  3.559  1.785  -7.490  0.093
H  4.580  -0.115  -0.642  0.052
H  -2.070  3.757  -5.818  0.075
H  8.948  4.042  3.463  0.074
H  -11.121  2.821  -7.878  0.071
H  -2.758  5.059  2.002  0.093
H  -8.470  -1.471  -8.446  0.073
H  -1.405  -8.532  -7.205  0.093
H  4.807  -1.863  -0.700  0.079
H  10.818  3.728  4.813  0.114
H  5.214  2.112  -7.053  0.096
H  1.109  0.276  -1.607  0.105
H  13.513  3.437  8.560  0.071
H  8.784  -0.493  13.612  0.111
H  7.766  -4.744  -6.178  0.092
H  4.215  3.475  12.498  0.080
H  4.616  4.260  11.043  0.077
H  1.856  -0.699  -3.875  0.102
H  -7.231  -6.918  -1.714  0.072
H  -3.861  10.896  -3.926  0.082
H  -5.752  4.777  -0.186  0.068
H  5.120  -7.043  -1.509  0.072
H  -2.445  9.806  -2.502  0.120
H  -6.434  6.472  -0.449  0.078
H  7.337  -3.785  -7.478  0.094
H  3.187  -10.021  -0.644  0.103
H  -6.495  -1.162  2.823  0.122
H  -2.007  6.652  1.852  0.094
H  7.160  -1.188  8.925  0.117
H  3.509  2.893  10.986  0.079
H  -2.582  -7.540  -8.046  0.099
H  4.401  3.047  -8.281  0.095
H  9.549  8.066  9.812  0.067
H  11.165  4.212  8.744  0.116
H  2.994  -6.361  -0.449  0.113
H  -2.857  5.213  -3.730  0.120
H  4.491  -0.300  10.058  0.070
H  9.217  1.751  15.027  0.068
H  5.411  0.521  8.762  0.063
H  10.193  9.039  8.004  0.107
H  -10.269  -1.838  -5.976  0.110
H  8.932  -4.680  -7.460  0.098
H  -8.618  -6.238  -0.953  0.072
H  -6.993  -10.177  -6.967  0.102
H  6.489  2.991  11.690  0.120
H  -6.436  -4.787  -1.497  0.116
H  -9.826  -2.763  -0.456  0.115
H  -0.786  -7.983  1.592  0.068
H  -6.781  -11.494  -8.222  0.095
H  1.843  -10.251  0.307  0.109
H  -5.285  10.225  -2.985  0.072
H  -12.710  3.272  -8.318  0.071
H  2.205  -2.473  -3.809  0.109
H  -2.961  4.676  -6.887  0.079
H  -5.400  4.483  -2.562  0.113
H  2.659  0.573  -0.999  0.101
H  10.815  3.593  7.256  0.089
H  -4.173  -3.158  2.835  0.081
H  3.099  5.535  -3.383  0.092
H  -2.174  6.232  -5.077  0.120
H  12.635  2.250  7.679  0.074
H  -3.845  6.549  7.442  0.090
H  3.907  0.083  -2.970  0.112
H  -9.064  -0.196  -7.461  0.064
H  10.304  3.535  2.458  0.076
H  4.661  -0.886  8.334  0.072
H  -10.214  0.211  -0.062  0.077
H  -3.866  3.832  -5.755  0.077
H  -13.397  -3.536  -4.038  0.072
H  -7.343  5.074  -0.792  0.070
H  -9.638  -3.200  -6.927  0.119
H  10.027  6.487  9.242  0.061
H  13.448  3.524  6.746  0.081
H  8.748  8.545  7.180  0.118
H  11.333  -0.842  -3.701  0.092
H  11.869  4.561  3.838  0.117
H  0.439  -7.373  -0.693  0.106
H  -5.109  -1.091  1.726  0.123
H  -8.843  -0.485  -0.939  0.067
H  9.659  5.239  2.409  0.079
H  2.057  -9.128  -2.617  0.067
H  0.759  -8.755  2.126  0.080
H  4.377  -1.581  -3.096  0.107
H  -0.231  -2.246  -3.943  0.066
H  -5.928  -5.331  0.112  0.117
H  12.236  -1.988  -4.585  0.097
H  11.327  -2.531  -3.155  0.097
H  4.892  -8.044  -0.103  0.082
H  1.361  -10.695  -2.242  0.077
H  1.339  -0.237  0.918  0.075
H  -0.276  -1.030  -2.616  0.061
H  0.166  -2.760  -2.311  0.069
H  -5.528  6.925  7.029  0.092
H  -13.725  1.281  -7.433  0.112
H  9.650  2.542  13.633  0.068
H  0.552  -9.219  -1.929  0.068
H  -12.705  1.855  -6.172  0.116
H  2.529  -1.420  0.468  0.068
H  -4.768  5.340  6.592  0.088
H  -14.926  -4.263  -4.688  0.075
H  2.641  -7.259  -1.855  0.097
H  5.791  2.189  10.221  0.105
H  -14.687  -2.914  -6.774  0.116
H  -13.195  -3.832  -6.496  0.116
H  -4.275  -1.888  3.990  0.079
H  3.469  3.915  -4.000  0.089
H  10.735  1.274  14.251  0.067
H  -4.029  11.377  -2.332  0.078
H  -0.183  -9.366  0.752  0.058
H  4.504  -8.620  -1.821  0.068
H  0.924  -1.677  -0.049  0.068
H  -6.945  -9.882  -8.743  0.097
H  -5.491  -3.106  3.952  0.080
H  1.130  -6.679  0.706  0.107
H  -7.622  -7.198  0.021  0.071
H  9.679  0.352  12.271  0.113
H  8.373  6.982  8.937  0.068
H  -14.851  -2.582  -4.256  0.070
H  -10.650  -1.843  0.808  0.120

Force components x, y, z for each atom (eV/Å):
0.751 0.165 -1.572
0.837 2.097 -0.858
-0.057 0.418 -0.222
0.363 0.591 0.148
1.523 1.358 0.535
-1.302 -0.421 -1.087
1.872 -0.160 0.888
-0.139 0.462 -0.719
0.546 1.152 0.768
-0.337 2.833 1.773
0.806 -2.372 -1.883
-0.247 1.633 1.052
0.407 0.326 1.241
0.355 0.069 -0.277
-0.557 1.485 2.552
-1.731 -2.808 -2.021
-0.296 0.060 -1.419
-1.321 1.228 -1.286
0.300 -0.039 0.237
0.771 -1.496 -0.214
2.356 -1.197 0.363
-2.874 2.613 0.437
-0.416 -1.509 1.924
-1.144 2.253 -1.195
2.882 -1.121 0.086
-1.296 -1.577 1.526
0.125 0.668 -1.639
0.849 -0.606 0.217
-0.208 -3.014 -0.104
0.159 0.438 0.010
-0.073 0.337 -0.446
0.257 0.634 -0.761
0.141 1.019 0.089
-1.238 0.267 -1.109
-1.097 1.140 0.318
2.465 -1.142 1.135
0.305 -2.003 1.815
1.286 -0.394 -0.128
-0.729 0.096 0.708
-1.533 -1.941 -0.644
-1.965 0.121 1.062
-1.893 0.697 -0.585
-0.445 0.642 -0.530
1.253 -1.165 -1.461
-0.828 0.806 -1.073
-0.275 0.012 -0.781
1.060 -1.718 -2.457
-0.131 0.070 -0.424
-1.019 1.924 0.580
0.770 -0.630 1.394
-0.353 1.763 -0.749
0.190 1.490 1.409
-0.549 0.342 -0.246
0.710 0.122 -0.024
-0.936 -0.855 -0.044
-0.303 -0.154 1.032
1.992 -1.723 -0.527
1.148 0.171 -0.747
0.050 -1.505 0.268
0.206 1.185 -0.601
-0.572 0.674 -0.776
-0.178 -1.079 -0.265
0.983 -0.107 1.185
0.121 0.127 0.544
0.469 0.507 1.384
-0.281 1.158 0.048
0.036 -1.040 -1.062
-0.636 0.096 -0.784
-0.299 0.825 0.278
-0.360 0.050 0.751
-0.361 -0.226 -0.969
0.209 -0.367 0.280
-0.355 -0.451 0.061
-0.223 0.199 0.294
1.478 -1.366 -0.316
0.736 0.311 0.531
-0.095 0.150 -0.269
-0.560 0.425 0.789
-0.865 1.588 1.507
-1.374 -0.239 -1.336
1.073 0.757 -0.477
0.019 1.204 1.676
-2.767 2.779 0.095
-0.220 -1.195 1.102
1.100 0.350 0.312
-0.156 -1.920 0.247
1.192 1.255 -0.341
1.248 1.144 0.544
1.650 -0.063 -0.509
0.222 -0.261 1.825
-0.360 -0.642 -0.301
-0.298 -0.231 -1.530
-3.015 0.274 -0.992
0.061 -0.547 -0.202
0.374 -0.629 -0.746
0.693 0.201 0.570
-0.138 0.077 0.131
0.263 -0.052 -0.185
0.110 -0.143 0.115
0.018 0.083 -0.076
0.066 -0.257 -0.169
-0.372 -0.208 0.060
-0.007 -0.306 0.104
-0.555 0.256 0.735
0.194 -0.105 0.713
-0.048 -0.160 0.641
-0.193 -0.044 -0.192
0.194 -0.416 0.036
-0.143 0.006 0.133
-0.169 -0.431 -0.023
-0.371 -0.763 -0.141
0.176 -0.056 -0.367
-0.570 0.423 0.964
0.023 -0.078 -0.022
-0.262 -0.250 -0.353
0.350 0.298 -0.273
0.735 -0.073 0.209
0.326 -0.017 0.537
0.000 -0.353 0.149
0.053 0.006 -0.339
-0.583 -0.158 -1.169
0.236 -0.228 0.221
-0.542 -0.196 -0.453
0.259 0.481 0.122
-0.319 0.335 0.007
0.657 -1.312 0.252
0.529 -0.063 0.130
0.629 0.780 -0.331
0.361 0.454 0.125
-0.279 -0.106 -0.239
-0.059 0.024 0.253
0.136 -0.701 0.415
0.192 -0.267 -0.038
-0.158 -0.071 -0.056
-0.063 0.687 0.321
-0.422 -0.176 0.177
0.711 0.443 0.478
0.226 -0.003 0.320
0.779 -0.637 -0.159
-0.359 0.051 -0.399
-0.260 -0.811 0.103
0.119 0.358 0.425
0.306 0.018 -0.499
-0.148 -0.249 0.165
-0.228 0.069 -0.379
-0.028 0.373 -0.158
-0.018 -0.122 -0.134
0.308 -0.429 -0.039
0.278 -0.075 -0.014
0.153 -0.262 0.210
0.212 0.243 0.118
0.152 -0.106 0.573
-0.812 -0.071 -0.367
-0.090 0.606 -0.308
-0.328 -0.074 0.115
-0.051 0.120 -0.061
-0.003 1.145 0.175
0.317 0.092 0.034
0.478 -0.089 -0.387
0.071 -0.693 -0.057
-0.092 0.094 -0.395
-0.032 0.021 -0.151
0.506 -0.109 0.541
-0.034 -0.048 -0.178
-0.015 0.140 0.054
0.022 0.513 0.047
-0.585 -0.053 0.171
-0.120 0.150 -0.266
0.054 -0.919 0.458
0.130 -0.122 0.320
0.135 -0.358 0.428
-0.066 -0.256 -0.045
-0.064 -0.240 -0.284
-0.302 -0.056 -0.101
0.313 0.157 -0.609
0.020 0.061 0.164
-0.331 -0.385 0.319
-0.568 -0.075 -0.021
0.216 0.400 -0.234
-0.719 -0.408 -0.143
-0.382 -0.250 -0.733
-0.203 0.468 -0.730
0.462 -0.033 -0.036
0.574 -0.231 0.090
-0.017 0.210 -0.069
-0.794 -0.304 -0.864
-0.257 0.180 0.062
-0.110 0.314 0.273
-0.083 -0.439 -0.168
-0.313 -0.171 -0.228
0.339 -0.607 -0.208
0.303 -0.175 0.158
-0.207 0.301 -0.248
-0.116 -0.255 -0.024
-0.138 0.148 0.156
0.133 0.241 -0.841
0.053 -0.719 -0.157
0.207 -0.212 -0.703
-0.318 -0.037 0.585
0.340 -0.123 0.134
0.196 0.091 -0.025
-0.435 -0.024 0.464
0.311 -0.150 -0.137
-0.591 0.076 -0.350
0.417 0.331 -0.068
0.090 0.264 -0.030
-0.360 -0.459 -0.174
-0.184 0.583 -0.223
0.277 0.028 0.213
0.006 0.055 0.003
-0.238 -0.350 0.599
-0.091 -0.333 0.320
0.196 -0.376 0.446
-0.278 0.096 0.108
-0.052 0.462 0.255
-0.208 -0.009 -0.058
0.156 0.215 0.027
0.637 0.148 0.129
-0.251 -0.255 -0.169
0.025 -0.045 0.570
0.005 0.125 0.021
0.258 -0.957 0.786

Its lowest unoccupied orbital energy is 0.086 eV. As for the highest occupied orbital energy: -8.40 eV. Its HOMO-LUMO gap is 8.48 eV. The calculation puts the total energy at -173041.4747 eV.